The following is a quantum chemistry calculation of a 2-piece molecular cluster, CHN2O3 overall, from the OMol25 dataset.

Cartesian coordinates (Å):
H -1.5401 0.1195 0.8082
C -1.0285 -0.3678 -1.0285
O -0.9815 -0.5346 -2.1978
O 1.7519 -0.1505 -0.1891
N -0.8395 -0.2091 0.1722
O 1.2484 0.7923 1.7139
N 1.3892 0.3502 0.7211

Force components x, y, z for each atom (eV/Å):
H -0.59 -0.01 0.13
C 0.33 -0.38 -3.44
O -0.35 0.40 3.43
O 0.83 -0.53 -1.88
N 0.15 0.10 -0.03
O -0.70 1.37 2.13
N 0.33 -0.95 -0.35

Computed properties:
LUMO   -7.46 eV
Net charge   +1
DFT total energy   -373.48342 hartree
Molar mass   89.0 g/mol
HOMO-LUMO gap   8.782 eV
HOMO energy   -16.2 eV
Energy relative to the best compared isomer or geometry (same formula, charge and spin)   2.043 eV

These are the natural (NBO) partial charges, in e, on atoms 1 to 2: 0.45 0.90

The following is a quantum chemistry calculation of C17H10ClF5IrN5OS as an isolated structure, from the OMol25 dataset.

Cartesian coordinates (Å):
H -2.2555 -1.5214 0.5400
C -2.8837 3.1182 4.1918
N 1.9361 0.0134 1.3210
F 0.0992 -1.1789 -2.8828
C 1.1211 -0.4795 -4.8571
H -6.3266 0.6392 0.3695
H -0.8617 -2.5348 1.0621
N -3.6996 1.0472 0.5720
C 1.5894 0.6554 -2.7356
C -4.6093 1.0158 1.5465
H -5.1517 1.6215 3.5559
C 2.0024 0.4033 -5.5044
F 2.1912 0.2855 -6.7935
F 3.1125 2.4624 -2.7667
Cl -1.2673 -0.7267 2.5613
C 2.4892 1.5308 -3.4543
C -3.2503 2.3680 2.9580
C 2.9441 -0.0083 1.8733
N 6.2633 0.8508 1.3724
N 4.2604 -0.9732 4.9419
H -3.6755 3.0459 4.9316
Ir 0.0403 -0.0918 0.1765
C 4.1779 -0.0427 2.5586
H -5.5894 -0.7933 1.0598
H -2.7163 4.1715 3.9613
C -5.8529 0.2443 1.2686
C -2.5728 1.7082 0.7663
C 5.3292 0.4406 1.9116
H -1.4936 2.8790 2.0203
O 1.4169 0.7983 -1.5096
S -1.3306 1.7859 -0.4281
F 3.5017 2.2099 -5.4565
N -2.3700 2.3792 1.9348
C 0.9181 -0.3606 -3.5140
H -1.9660 2.7135 4.6218
C 4.2234 -0.5577 3.8660
F 0.5098 -1.4083 -5.5697
H -6.5535 0.2811 2.0986
C -1.2315 -1.5272 0.8994
C 2.6850 1.4072 -4.7991
C -4.4101 1.6658 2.7730

Force components x, y, z for each atom (eV/Å):
H 0.01 -0.02 -0.06
C -0.01 0.00 0.01
N -0.07 0.09 -0.18
F 0.01 0.01 -0.02
C -0.02 -0.01 0.01
H 0.00 0.00 0.00
H 0.02 -0.01 -0.05
N 0.03 -0.06 0.00
C -0.05 -0.01 -0.02
C 0.00 0.04 0.07
H 0.00 0.00 0.00
C 0.02 0.02 -0.02
F 0.00 0.00 0.01
F -0.01 -0.02 -0.02
Cl -0.11 -0.17 -0.01
C 0.01 0.03 0.01
C 0.05 0.03 0.00
C 0.00 0.01 0.08
N -0.01 -0.02 -0.02
N -0.03 0.00 -0.01
H 0.00 0.00 0.00
Ir 0.25 0.01 -0.10
C -0.10 -0.01 -0.07
H -0.01 0.00 0.00
H 0.00 0.00 0.00
C 0.00 0.00 -0.01
C -0.02 0.01 0.03
C 0.04 0.05 0.05
H 0.01 -0.01 0.01
O -0.04 -0.15 0.12
S 0.06 0.17 -0.04
F -0.01 -0.01 0.00
N -0.06 -0.01 -0.03
C -0.01 -0.01 0.01
H 0.00 0.00 0.00
C 0.08 -0.02 0.02
F 0.00 0.01 0.01
H 0.00 0.00 0.00
C -0.02 0.11 0.23
C 0.00 0.00 0.00
C -0.03 -0.03 -0.04

Computed properties:
<S²>   8.83
2S+1   6
LUMO (alpha / beta)   -3.24 / -6.53 eV
Net charge   +1
DFT total energy   -2464.41843 hartree
Molar mass   655.0 g/mol
HOMO-LUMO gap (alpha / beta)   6.726 / 5.025 eV
HOMO energy (alpha / beta)   -10.0 / -11.6 eV
Energy relative to the best compared isomer or geometry (same formula, charge and spin)   0.000 eV

These are the natural (NBO) partial charges, in e, on atoms 1 to 2: 0.22 -0.67

The following is a quantum chemistry calculation of a 2-piece molecular cluster, C3H10O5P overall, from the OMol25 dataset.

Cartesian coordinates (Å):
H -0.6804 -2.0385 -2.1903
H 4.4612 4.6771 0.8340
H -0.6982 -0.5715 1.7636
H -0.4749 1.1418 2.2369
H 3.4462 3.5677 0.4296
O 2.0834 0.1953 0.2618
P 0.8565 -0.0475 -0.5421
O 0.9219 0.4286 -1.9654
O 3.5690 4.5440 0.4410
O -0.4305 0.7583 0.1394
H -2.1690 -0.6442 -0.6271
H -0.7276 -3.2899 -0.9144
C -2.0444 -1.7357 -0.5284
C -0.7106 -2.1979 -1.0952
H -2.1639 -2.0088 0.5336
C -0.8741 0.4730 1.4559
H -1.9617 0.6373 1.3743
H -2.8369 -2.2344 -1.1113
O 0.4337 -1.6550 -0.4960

Force components x, y, z for each atom (eV/Å):
H -0.02 0.07 0.39
H -1.01 -0.25 -0.44
H 0.07 0.33 -0.16
H 0.16 -0.09 -0.47
H 0.02 0.84 -0.05
O -0.44 -0.84 0.86
P 0.90 1.47 -1.75
O -0.93 -0.70 0.63
O 0.92 -0.66 0.47
O 0.54 -0.73 0.16
H 0.00 -0.48 0.01
H 0.61 0.30 -0.17
C -0.41 0.55 -0.13
C -0.46 -0.38 -0.42
H 0.11 0.06 -0.39
C -0.60 -0.03 -0.28
H 0.20 -0.15 0.55
H 0.14 0.14 0.24
O 0.18 0.56 0.97

Computed properties:
LUMO   3.56 eV
Net charge   -1
DFT total energy   -838.02442 hartree
Molar mass   157.1 g/mol
HOMO-LUMO gap   8.254 eV
HOMO energy   -4.7 eV
Energy relative to the best compared isomer or geometry (same formula, charge and spin)   0.073 eV

These are the natural (NBO) partial charges, in e, on atoms 1 to 2: 0.17 0.46

> What is the energy relative to the best compared isomer or geometry (same formula, charge and spin) in the first record?

2.043 eV

> energy relative to the best compared isomer or geometry (same formula, charge and spin) of number 3 (C3H10O5P)?

0.073 eV